# 1
89
Properties=species:S:1:pos:R:3 method="wB97M-V/def2-TZVPD" e_lumo_ev="2.25 / 2.25" multiplicity=3 charge=-1 orbital_gap_ev="6.072 / 6.007"
Ni -0.394 0.570 -0.402
C 0.722 -3.838 -5.146
C 0.825 -2.626 -4.259
C 2.020 -2.261 -3.657
C 2.073 -1.132 -2.856
C 0.962 -0.313 -2.643
N 1.012 0.757 -1.741
C 1.806 1.841 -1.994
C 2.643 1.886 -3.132
C 3.490 2.941 -3.400
C 3.559 4.038 -2.556
C 4.489 5.192 -2.810
C 2.699 4.028 -1.467
C 1.806 3.003 -1.168
C 0.866 3.202 0.051
O -0.225 2.418 0.150
C 1.738 3.017 1.331
F 2.806 3.831 1.436
F 1.020 3.187 2.461
F 2.224 1.752 1.370
C 0.285 4.663 0.055
F -0.735 4.773 0.919
F 1.163 5.640 0.416
F -0.183 4.985 -1.158
C -0.271 -0.681 -3.235
C -0.291 -1.829 -4.028
C -1.564 0.161 -2.988
O -1.792 0.579 -1.720
C -1.512 1.395 -3.942
F -1.214 1.052 -5.221
F -0.597 2.278 -3.552
F -2.695 2.040 -3.991
C -2.848 -0.653 -3.354
F -3.962 -0.031 -2.966
F -2.847 -1.850 -2.717
F -3.007 -0.918 -4.678
H 1.663 -4.389 -5.167
H 0.478 -3.565 -6.174
H -0.057 -4.524 -4.804
H 2.913 -2.859 -3.808
H 3.002 -0.840 -2.379
H 2.609 1.067 -3.835
H 4.104 2.906 -4.295
H 5.045 5.042 -3.737
H 5.222 5.318 -2.009
H 3.950 6.138 -2.903
H 2.716 4.892 -0.818
H -1.208 -2.123 -4.515
C -1.789 -3.519 -0.244
C -0.522 -2.726 -0.398
N 0.579 -3.385 -0.808
O -0.477 -1.527 -0.152
H -1.592 -4.473 0.247
H -2.202 -3.706 -1.235
H -2.505 -2.938 0.329
H 0.498 -4.319 -1.165
H 1.348 -2.818 -1.136
C -0.390 1.856 6.812
C 0.788 1.689 6.095
C 0.749 1.189 4.803
C -0.465 0.833 4.221
C -1.642 1.011 4.936
C -1.601 1.523 6.228
As -0.397 0.083 2.422
C 0.112 -1.731 2.952
C 1.394 -2.204 3.171
C 1.583 -3.532 3.535
C 0.492 -4.381 3.670
C -0.794 -3.911 3.437
C -0.988 -2.583 3.077
C -2.290 -1.965 2.742
C -3.520 -2.611 2.730
C -4.648 -1.933 2.291
C -4.555 -0.618 1.851
C -3.330 0.040 1.873
C -2.212 -0.630 2.338
H -0.363 2.253 7.818
H 1.737 1.963 6.536
H 1.673 1.094 4.244
H -2.597 0.751 4.496
H -2.525 1.659 6.776
H 2.251 -1.551 3.054
H 2.584 -3.907 3.707
H 0.643 -5.415 3.952
H -1.637 -4.584 3.535
H -3.603 -3.646 3.040
H -5.605 -2.440 2.271
H -5.432 -0.107 1.478
H -3.255 1.057 1.508

---

# 2
116
Properties=species:S:1:pos:R:3 method="wB97M-V/def2-TZVPD" e_lumo_ev="3.85 / 3.85" multiplicity=2 charge=-2 orbital_gap_ev="5.515 / 5.504"
Mn 0.226 0.049 0.064
C -5.028 5.375 1.029
C -3.679 6.030 1.141
C -3.559 7.385 1.421
C -2.316 7.996 1.504
C -1.171 7.240 1.312
C -1.264 5.881 1.050
C -2.515 5.265 0.960
N -2.662 3.900 0.714
C -1.679 3.008 0.249
N -0.953 3.513 -0.763
C 0.204 3.018 -1.405
C 0.771 1.780 -1.088
C 1.968 1.507 -1.765
C 2.541 2.354 -2.699
C 1.907 3.542 -3.021
C 0.729 3.887 -2.381
C 0.018 5.165 -2.766
N -1.606 1.815 0.710
C -2.481 1.601 1.798
C -3.713 0.987 1.596
C -4.582 0.791 2.661
C -4.234 1.239 3.924
C -3.015 1.873 4.118
C -2.124 2.065 3.072
C -0.808 2.762 3.266
H -5.820 6.123 1.037
H -5.203 4.683 1.858
H -5.098 4.802 0.102
H -4.459 7.971 1.573
H -2.243 9.054 1.725
H -0.194 7.700 1.381
H -0.364 5.291 0.939
H -3.395 3.440 1.234
H -1.231 4.437 -1.038
H 2.469 0.572 -1.560
H 3.472 2.078 -3.185
H 2.322 4.204 -3.775
H 0.527 5.624 -3.613
H 0.002 5.900 -1.952
H -1.016 4.968 -3.068
H -3.967 0.647 0.600
H -5.523 0.277 2.500
H -4.902 1.079 4.762
H -2.730 2.194 5.113
H -0.542 2.778 4.320
H -0.839 3.787 2.882
H -0.025 2.220 2.734
N 3.261 -5.939 4.735
C 2.413 -4.852 4.475
C 2.952 -3.590 4.239
C 2.121 -2.502 4.048
C 0.744 -2.656 4.118
C 0.194 -3.903 4.362
C 1.026 -4.999 4.529
S -0.247 -1.172 3.992
O -1.449 -1.391 4.766
O 0.621 -0.131 4.491
N -0.503 -0.877 2.413
C -1.401 -1.637 1.765
N -1.687 -1.238 0.483
C -2.622 -1.904 -0.171
C -3.311 -2.976 0.375
C -2.900 -3.365 1.640
N -1.955 -2.745 2.316
H 4.178 -5.832 4.328
H 2.854 -6.837 4.529
H 4.028 -3.473 4.198
H 2.526 -1.514 3.862
H -0.881 -3.997 4.416
H 0.608 -5.984 4.709
H -2.826 -1.555 -1.179
H -4.094 -3.487 -0.165
H -3.345 -4.227 2.136
Cl 5.466 -4.353 2.014
C 4.468 -2.973 1.592
C 5.012 -1.713 1.677
C 4.209 -0.607 1.429
I 4.990 1.339 1.553
C 2.843 -0.693 1.103
O 2.084 0.319 1.007
C 2.350 -2.036 0.881
N 1.112 -2.118 0.351
C 0.562 -3.310 0.251
C 1.204 -4.483 0.646
C 2.505 -4.434 1.079
C 3.132 -3.179 1.193
H 6.050 -1.591 1.952
H -0.428 -3.347 -0.189
H 0.689 -5.431 0.560
H 3.053 -5.337 1.313
C 3.278 -1.548 -2.519
Si 1.502 -1.959 -3.065
C 1.708 -1.852 -4.982
C 1.378 -3.857 -2.803
N 0.265 -1.011 -2.388
C -0.913 -0.750 -3.012
C -1.809 0.225 -2.487
C -2.977 0.586 -3.125
C -3.366 -0.022 -4.318
C -2.551 -1.028 -4.825
C -1.372 -1.391 -4.198
H 3.955 -2.308 -2.920
H 3.400 -1.539 -1.433
H 3.601 -0.578 -2.903
H 2.757 -1.971 -5.270
H 1.366 -0.888 -5.368
H 1.143 -2.632 -5.501
H 1.806 -4.409 -3.645
H 0.335 -4.171 -2.698
H 1.909 -4.175 -1.903
H -1.536 0.695 -1.552
H -3.600 1.362 -2.687
H -4.278 0.270 -4.826
H -2.846 -1.548 -5.733
H -0.775 -2.186 -4.624

---

# 3
18
Properties=species:S:1:pos:R:3 method="wB97M-V/def2-TZVPD" de_lowest_kj_mol=111.9 e_lumo_ev=0.77 orbital_gap_ev=10.069
C -1.789 -2.172 -0.875
C -2.360 -1.795 0.524
C -1.733 -0.492 1.013
H -0.823 -2.659 -0.866
H -2.617 -2.866 -1.211
H -1.724 -1.332 -1.578
H -3.447 -1.811 0.501
H -2.112 -2.585 1.228
H -0.648 -0.609 1.051
H -2.014 -0.182 2.041
H -2.036 0.352 0.394
N 2.367 2.408 -1.133
C 3.112 2.182 -0.009
N 4.375 2.373 0.088
H 1.777 1.672 -1.472
H 2.477 3.259 -1.650
H 2.579 1.783 0.882
H 4.616 2.473 1.072